# 1
Entry from the OMol25 dataset: one molecule with the formula C2H2N2O2S at a distorted geometry (ωB97M-V/def2-TZVPD).

Last column: Löwdin charge in e.
Element x y z (Å)
C1 -2.1319 2.9088 -0.6144  -0.30
C2 -0.9766 2.9353 -1.3331  -0.15
N1 -3.0348 3.2122 0.0127  0.18
N2 0.0705 -0.6603 -0.3077  -0.20
O1 -0.2910 1.9180 -1.5711  -0.25
O2 -2.1747 0.0342 -1.1327  -0.43
S1 -0.8256 0.0387 -1.5937  1.00
H1 -0.1510 -0.6991 0.7117  0.09
H2 1.0090 -1.0489 -0.4198  0.05

## Properties
LUMO (spin up / spin down)   -0.02589 / -0.02582 hartree
Relative energy (zero: lowest compared OMol25 entry of this formula, charge and spin)   4.291 eV
HOMO-LUMO gap (spin up / spin down)   7.70 / 7.70 eV

---

# 2
Entry from the OMol25 dataset: one molecule with the formula C2H2N2O3 at a distorted geometry (ωB97M-V/def2-TZVPD).

Last column: Löwdin charge in e.
Element x y z (Å)
O1 -1.2577 1.1336 2.3468  0.11
C1 -1.1774 0.8116 1.1951  -0.28
N1 -0.3502 -0.1550 0.6703  0.18
N2 0.4311 -0.0145 -0.2449  -0.16
O2 0.8224 1.2624 -0.8567  -0.11
C2 0.9591 -1.1696 -1.0471  -0.17
O3 0.5837 -2.3044 -0.9593  0.14
H1 -1.8941 1.1891 0.5713  0.11
H2 1.8830 -0.7531 -1.6753  0.18

## Properties
LUMO (spin up / spin down)   -0.07925 / -0.07923 hartree
SMILES   O=C/N=[N+](\[O-])C=O
Relative energy (zero: lowest compared OMol25 entry of this formula, charge and spin)   4.926 eV
HOMO-LUMO gap (spin up / spin down)   8.95 / 8.95 eV

---

# 3
Entry from the OMol25 dataset: a 2-piece molecular cluster, C2H2N2O3 overall at a distorted geometry (ωB97M-V/def2-TZVPD).

Last column: Löwdin charge in e.
Element x y z (Å)
C1 -1.8026 1.0374 -0.2129  -0.18
C2 0.7977 0.3021 -0.3865  -0.10
N1 -2.8924 0.9715 0.1116  -0.05
N2 0.2369 -0.9493 -0.0716  -0.35
O1 -0.5471 -1.5091 -0.7983  0.15
O2 0.7112 -1.3064 1.0567  0.07
O3 1.4683 0.9351 0.5223  0.13
H1 0.6653 0.4710 -1.4277  0.14
H2 1.3626 0.0477 1.2064  0.18

## Properties
LUMO (spin up / spin down)   -0.11935 / -0.14139 hartree
Relative energy (zero: lowest compared OMol25 entry of this formula, charge and spin)   7.824 eV
HOMO-LUMO gap (spin up / spin down)   8.07 / 6.28 eV

---

# 4
Entry from the OMol25 dataset: a 2-piece molecular cluster, C2H2N2O3 overall at a distorted geometry (ωB97M-V/def2-TZVPD).

Last column: Löwdin spin population.
Element x y z (Å)
C1 -1.4564 0.7974 0.3099  0.08
C2 -0.1810 0.3719 -0.0858  0.52
N1 -2.4199 1.1821 0.7708  0.17
N2 -0.9954 -0.7607 -2.2387  0.46
O1 -1.4157 -0.0151 -3.0562  0.29
O2 -0.4689 -1.8031 -2.1996  0.28
O3 0.5412 -0.4546 0.7721  0.18
H1 0.4779 0.9764 -0.5612  0.02
H2 0.0022 -1.2219 1.1300  0.00

## Properties
LUMO (spin up / spin down)   0.00366 / -0.07784 hartree
Multiplicity   3
Relative energy (zero: lowest compared OMol25 entry of this formula, charge and spin)   1.948 eV
HOMO-LUMO gap (spin up / spin down)   8.79 / 10.14 eV
<S²>   2.013

---

> Look up the relative energy (zero: lowest compared OMol25 entry of this formula, charge and spin) of the fourth one.

1.948 eV